C70H184N12O23 | ωB97M-V with the def2-TZVPD basis set

Last column: Mulliken charge in e.
Cartesian coordinates (Å):
C -1.7581 -1.3764 -0.3860  1.0970
C -0.6217 -0.6517 -1.0790  0.7433
C 0.2913 0.2300 -0.1383  -0.1772
O 1.0324 1.2270 -0.8476  0.2311
C 1.6603 2.2753 -0.0218  0.4417
N 0.2581 -1.5621 -1.7394  2.8621
H -2.4049 -0.6331 0.0802  -0.0866
H -1.4062 -2.0576 0.3887  -0.7669
H -2.4525 -1.9054 -1.0388  -0.9203
H -1.0477 -0.0212 -1.8594  -0.0368
H 0.9963 -0.4216 0.3779  -0.9662
H -0.3353 0.7095 0.6138  0.4357
H 2.1796 3.0677 -0.5609  -0.1344
H 2.3174 1.8520 0.7380  0.0789
H 0.8368 2.7469 0.5145  -0.1219
H 0.9560 -1.1390 -2.3345  -0.8113
H -0.2883 -2.1896 -2.3119  -0.9834
C 0.8711 1.2109 -5.0171  -1.5132
C 2.2623 1.2610 -4.3183  0.0152
C 2.6251 2.6235 -3.6561  -0.0099
O 2.9573 3.5185 -4.7020  -0.4625
C 3.2750 4.8816 -4.3735  -0.6943
N 2.2103 0.1412 -3.3661  0.9139
H 0.6497 0.2596 -5.5010  0.1614
H 0.7836 1.9734 -5.7911  0.5656
H 0.0276 1.4020 -4.3538  0.1981
H 3.0458 1.1150 -5.0619  0.5477
H 3.4493 2.6456 -2.9431  -0.1579
H 1.8441 3.0293 -3.0130  0.5085
H 2.3765 5.4080 -4.0518  0.2645
H 3.6119 5.3920 -5.2758  0.3436
H 4.0427 4.9500 -3.6028  0.2189
H 1.7264 0.5858 -2.5991  -0.4280
H 3.1303 -0.0597 -3.0010  -0.6876
C 2.1760 -0.3287 3.1972  -0.8531
C 1.9515 0.6025 4.3808  -0.0806
C 1.7627 2.0894 3.9561  1.2262
O 3.0129 2.6102 3.6490  -0.5769
C 2.9438 3.9844 3.3182  -0.3301
N 0.7311 0.1457 5.0330  -0.6633
H 2.1963 -1.4098 3.3348  0.5426
H 3.1577 -0.0509 2.8135  0.5227
H 1.4148 -0.1983 2.4280  -0.5627
H 2.8228 0.4910 5.0262  0.5346
H 1.3111 2.6335 4.7856  -0.0786
H 1.0469 2.1424 3.1357  -0.3650
H 2.2812 4.1506 2.4688  -0.1708
H 3.9125 4.3891 3.0249  0.3757
H 2.5969 4.5895 4.1558  0.2589
H 0.5907 0.8574 5.7357  0.3512
H -0.0874 0.2476 4.4501  0.3001
C -2.7063 -2.9107 -3.5839  -0.4416
C -1.5465 -3.5705 -4.3420  0.9056
C -0.9443 -2.5937 -5.3433  -0.9625
O -1.8232 -2.2068 -6.3736  -0.4906
C -1.1792 -1.7276 -7.5307  -0.7152
N -0.5820 -4.0754 -3.3831  0.7726
H -2.7649 -3.3964 -2.6099  -0.3180
H -3.7133 -3.0248 -3.9853  0.6537
H -2.5421 -1.8655 -3.3217  -0.4319
H -1.8765 -4.5146 -4.7754  0.7405
H -0.0227 -3.0149 -5.7450  0.4610
H -0.5579 -1.6770 -4.8977  0.0455
H -1.8225 -1.4913 -8.3783  0.3381
H -0.4262 -2.4146 -7.9169  0.3186
H -0.6813 -0.7890 -7.2873  0.2080
H 0.1067 -4.6631 -3.8308  -0.2871
H -1.1959 -4.6712 -2.8464  -0.4755
C 0.9784 8.3952 3.0297  -1.2616
C 2.1730 8.6262 2.1325  0.4100
C 2.5635 7.3479 1.3097  -0.2146
O 1.5902 7.1124 0.3206  -0.2362
C 2.0678 6.4284 -0.8754  -1.0462
N 1.8711 9.7534 1.2944  -0.8958
H 0.8149 9.3171 3.5879  0.4374
H 1.1284 7.5305 3.6761  0.0045
H 0.0961 8.1541 2.4368  0.3128
H 2.9818 8.9622 2.7813  0.4800
H 2.6090 6.4771 1.9637  -0.2672
H 3.5602 7.5006 0.8955  0.5951
H 2.5978 5.4799 -0.7887  0.3398
H 2.7848 7.1159 -1.3242  0.5258
H 1.2016 6.2899 -1.5224  0.2513
H 1.6958 9.3502 0.3851  0.3359
H 0.8960 9.9737 1.4383  0.3072
C -5.2383 -0.3829 -2.4661  -0.6921
C -4.6490 0.5373 -3.5158  -0.2949
O -4.3578 1.8283 -3.0464  -0.4187
H -4.5372 -0.4893 -1.6383  -0.2898
H -5.3803 -1.4072 -2.8106  0.4135
H -6.1658 0.0474 -2.0882  0.4969
H -5.3095 0.5988 -4.3807  0.3742
H -3.7357 0.1374 -3.9564  0.1633
H -4.0084 2.2743 -3.8214  0.2711
C -5.3078 -2.2583 1.0903  -0.3457
C -4.8414 -3.7246 1.1603  -0.7257
O -3.4446 -3.7825 1.3320  0.2282
H -6.3725 -2.2184 0.8603  0.6068
H -4.7491 -1.7699 0.2918  -0.0708
H -4.9676 -1.8256 2.0311  -0.0650
H -5.0941 -4.2341 0.2304  0.4002
H -5.3352 -4.2027 2.0063  0.2053
H -3.1443 -3.2947 2.1024  -0.2518
C 6.1908 3.9878 1.0622  -1.2156
C 5.6575 2.6282 0.6802  0.6408
O 5.0883 2.5820 -0.6442  -0.4020
H 6.9376 4.3695 0.3660  0.3830
H 6.6588 3.9096 2.0435  0.4197
H 5.3831 4.7092 1.1853  0.0174
H 4.9037 2.3012 1.3964  -0.1823
H 6.4757 1.9087 0.6497  0.2206
H 4.8191 1.6757 -0.8105  0.0978
C 0.9794 -4.0969 1.2392  -0.5992
C 2.1210 -3.4302 0.4262  0.3534
O 1.7882 -3.5579 -0.9322  -0.0066
H 1.0166 -3.8488 2.3000  0.3667
H 1.1011 -5.1769 1.1573  0.4121
H -0.0043 -3.8109 0.8671  -0.2839
H 3.0444 -3.9081 0.7534  0.5268
H 2.2034 -2.3943 0.7554  -0.6229
H 1.3014 -2.7602 -1.1521  -0.5070
C -2.5040 -5.6206 -0.9217  -0.6754
O -2.3902 -5.8766 -2.2664  -0.2367
C -2.3050 -7.2515 -2.5301  -1.0202
C -2.3550 -7.3548 -4.1098  -0.0667
N -2.5543 -8.7754 -4.5782  -0.4322
C -2.5132 -8.8223 -6.0771  -0.3408
C -2.5901 -10.2435 -6.5386  -0.5253
O -2.4626 -10.3713 -7.9163  -0.3340
C -1.8267 -11.5848 -8.3628  -0.7034
H -3.4731 -5.9445 -0.5421  0.3084
H -2.4992 -4.5354 -0.8203  -0.3027
H -1.6402 -5.9760 -0.3599  0.4224
H -3.0588 -7.8581 -2.0282  0.4359
H -1.4369 -7.7838 -2.1415  0.3733
H -1.4249 -6.9720 -4.5298  -0.1232
H -3.1902 -6.8002 -4.5376  0.3927
H -1.7556 -9.2437 -4.1747  0.3614
H -1.6948 -8.3400 -6.6116  0.2298
H -3.3938 -8.3267 -6.4858  0.2668
H -3.5204 -10.7422 -6.2669  0.2927
H -1.7852 -10.7975 -6.0556  0.3457
H -0.8749 -11.7796 -7.8686  0.3032
H -1.6229 -11.5265 -9.4320  0.2595
H -2.4809 -12.4333 -8.1622  0.2957
C -2.8434 1.2492 3.7268  0.0922
O -1.6856 0.4594 3.7768  -1.1229
C -1.9565 -0.8931 3.3186  1.5384
C -2.7289 -1.6942 4.3652  -1.2404
N -2.7955 -3.0529 3.9292  0.0218
C -1.4821 -3.7786 4.0790  0.1480
C -1.6740 -5.3324 3.8096  -0.3733
O -2.2895 -5.9106 4.9732  -0.4086
C -1.4161 -6.1059 6.0885  -0.6831
H -2.5624 2.3022 3.7094  -0.2075
H -3.4598 1.1323 4.6182  0.3434
H -3.2778 1.1717 2.7301  0.2012
H -0.9756 -1.2876 3.0534  -0.3027
H -2.5188 -0.8783 2.3850  -0.6756
H -3.7098 -1.2206 4.4065  0.5925
H -2.3116 -1.6421 5.3708  0.2204
H -3.4107 -3.4702 4.6128  0.2988
H -1.0247 -3.5784 5.0480  0.4797
H -0.7643 -3.3496 3.3799  -0.5529
H -0.7062 -5.7505 3.5327  0.4401
H -2.2579 -5.4208 2.8934  0.0008
H -1.1269 -5.1562 6.5386  0.2680
H -0.4910 -6.6388 5.8687  0.2995
H -1.9920 -6.6629 6.8275  0.2700
C 11.8190 0.7294 -5.1143  -0.7388
O 10.6986 0.7758 -4.2431  -0.2997
C 9.4164 0.3479 -4.8392  -0.5019
C 8.2668 0.6982 -3.8443  -0.4326
N 6.9631 0.5209 -4.5253  -0.3039
C 5.8506 0.9630 -3.6102  -0.1977
C 5.6138 -0.1030 -2.5169  -0.7375
O 4.5970 0.2110 -1.5916  0.1099
C 4.2242 -0.8960 -0.7819  0.1454
H 12.1407 -0.2922 -5.3166  0.2906
H 12.6409 1.2232 -4.5958  0.2524
H 11.7391 1.2567 -6.0649  0.3075
H 9.4161 -0.7145 -5.0830  0.3303
H 9.3330 0.8970 -5.7771  0.3789
H 8.4053 1.7545 -3.6138  0.2615
H 8.4132 0.1957 -2.8882  0.2003
H 6.9731 -0.4330 -4.8571  0.2923
H 5.0132 1.1076 -4.2928  -0.2924
H 6.0420 1.9385 -3.1630  0.1922
H 6.4822 -0.2376 -1.8720  0.5921
H 5.3958 -1.0589 -2.9932  0.3618
H 3.7257 -1.7218 -1.2895  -0.1737
H 3.4626 -0.6337 -0.0475  -0.7073
H 5.0122 -1.3657 -0.1933  0.6323
C -2.2458 3.1989 -0.7078  0.3917
O -1.8174 4.5392 -0.4535  0.0170
C -2.7444 5.6013 -0.7678  -1.1354
C -4.0827 5.6588 -0.0282  -0.2147
N -4.0241 6.1954 1.3190  -0.2154
C -5.2935 6.1541 2.0211  0.1480
C -5.1601 6.6214 3.4766  -1.2193
O -4.4904 5.6542 4.2381  0.5515
C -4.5505 5.7623 5.5850  -1.0878
H -3.1781 2.8840 -0.2390  0.0014
H -1.4780 2.5851 -0.2368  -0.5728
H -2.3148 3.0325 -1.7828  0.2732
H -2.8788 5.5590 -1.8486  0.4301
H -2.2210 6.5256 -0.5232  0.3662
H -4.6235 4.7178 -0.1292  0.0343
H -4.6372 6.3638 -0.6476  0.4422
H -3.2497 5.8500 1.8676  0.0020
H -5.6352 5.1223 2.1037  -0.3449
H -6.0291 6.7408 1.4709  0.5202
H -6.1768 6.6831 3.8646  0.4849
H -4.5624 7.5246 3.5989  0.3996
H -4.0506 4.9904 6.1701  0.1416
H -5.5577 5.7985 6.0001  0.3934
H -4.0836 6.7033 5.8759  0.3645
C -4.5965 -0.9054 7.5026  -0.6005
O -4.8270 0.2005 6.6084  -0.1714
C -5.7234 1.1634 7.0992  -1.0617
C -5.9400 2.3436 6.1478  -0.0123
N -6.3800 1.7304 4.8954  -0.4172
C -6.4592 2.8177 3.9160  0.0303
C -6.5552 2.3340 2.4467  -1.5224
O -5.3549 1.7833 1.9348  0.5117
C -5.4140 1.4310 0.6033  -0.8192
H -3.9125 -0.7407 8.3352  0.3119
H -4.1814 -1.7062 6.8907  0.0563
H -5.5103 -1.3861 7.8520  0.3450
H -5.3307 1.6256 8.0049  0.4150
H -6.6866 0.6900 7.2896  0.4481
H -5.0043 2.9025 6.1620  -0.1355
H -6.7337 2.9737 6.5494  0.6138
H -5.6514 1.0991 4.5944  0.1433
H -5.5787 3.4570 3.9812  -0.2093
H -7.3545 3.4172 4.0804  0.4786
H -6.8975 3.1110 1.7631  0.5728
H -7.2832 1.5251 2.3850  0.4302
H -5.5255 2.2813 -0.0695  0.3742
H -6.2997 0.7973 0.5583  0.6409
H -4.4950 0.8801 0.4032  -0.5563
C 4.5767 -8.7826 -5.3731  -0.8121
O 3.6061 -8.2919 -4.4594  -0.3227
C 2.3937 -8.1568 -5.2059  -0.9515
C 1.3238 -7.2917 -4.4829  0.0695
N 1.4680 -5.8523 -4.7140  -0.1532
C 2.5150 -5.3733 -3.8398  -1.4204
C 2.7497 -3.8562 -3.8957  0.7904
O 3.4938 -3.6151 -5.1377  -0.5462
C 3.5415 -2.2470 -5.3884  -0.4742
H 4.2692 -9.6648 -5.9346  0.3126
H 5.4943 -8.9229 -4.8018  0.2705
H 4.7571 -8.0417 -6.1520  0.3387
H 2.0425 -9.1740 -5.3792  0.5761
H 2.5441 -7.7250 -6.1954  0.3567
H 1.2285 -7.5759 -3.4349  0.3605
H 0.3703 -7.6132 -4.9021  -0.3685
H 1.5563 -5.5050 -5.6583  0.2298
H 3.4943 -5.7319 -4.1567  0.4327
H 2.2854 -5.6739 -2.8175  0.6498
H 3.3682 -3.6299 -3.0272  0.0626
H 1.8192 -3.2902 -3.8525  -0.2820
H 4.2852 -2.0075 -6.1485  0.4559
H 3.8361 -1.7053 -4.4896  0.0491
H 2.6236 -1.8331 -5.8059  0.1701
C 4.6820 4.1751 7.1938  -0.8414
O 3.4880 4.9428 7.0518  -0.2693
C 2.5391 4.6068 8.0494  -0.6895
C 1.2189 5.3314 7.8303  -0.6863
N 0.6046 4.9158 6.5866  0.0797
C -0.5427 5.7467 6.2544  -1.3468
C -1.0670 5.1847 4.8812  0.4348
O -0.1931 5.5273 3.7986  0.1357
C -0.5326 4.9858 2.5621  1.2766
H 5.1587 4.5889 8.0824  0.3888
H 5.2854 4.3950 6.3131  0.2099
H 4.5765 3.0997 7.3370  0.3304
H 2.8999 4.8526 9.0482  0.4714
H 2.4695 3.5194 8.0199  0.3420
H 1.4044 6.3988 7.7101  0.3954
H 0.5851 5.2072 8.7083  0.3952
H 1.2875 4.9960 5.8468  -0.2118
H -0.3197 6.7992 6.0792  0.3900
H -1.3133 5.6646 7.0210  0.6024
H -2.0773 5.4055 4.5368  -0.4063
H -1.0951 4.0954 4.9057  -0.0393
H -0.9904 3.9989 2.6297  -0.3807
H 0.3135 4.9848 1.8749  -0.1421
H -1.3579 5.5905 2.1860  -0.5304

Output
spin multiplicity: 1
ΔE to the lowest compared entry with this formula, charge and spin: 0.0 kJ/mol
E_tot: -140531.8374 eV
total charge: 0